The following is a DFT calculation (wB97M-V/def2-TZVPD) of a structure of composition C10H30B2BeF8O5S5.

The calculation puts the energy above the lowest of the compared OMol25 structures with the same formula, charge and spin at 29.8 kcal/mol. The calculation puts the total energy at -3629.683540 hartree. The HOMO energy comes out at -8.12 eV. The HOMO-LUMO gap comes out at 3.30 eV. The LUMO energy is -0.17699 hartree. The largest force on an atom is 4.8 eV/Å. For the molecular weight, the calculation gives 573.3 g/mol.

```
! RIJCOSX wB97M-V def2-TZVPD def2/J DEFGRID3
* xyz 0 1
Be 3.0609 3.0389 -0.3298
B 2.7636 4.0884 2.1471
F 3.3697 2.8461 2.3347
F 1.5442 3.9707 1.4430
F 2.6242 4.7874 3.3112
F 3.6375 4.8077 1.2433
B 0.9896 0.8611 -0.2456
F 0.4176 -0.4016 -0.1407
F 2.1207 1.1092 0.6160
F 1.4288 1.1874 -1.5315
F -0.0512 1.7405 0.0594
C 2.0524 0.4791 4.4465
S 1.1087 -1.0140 4.6375
O -0.1643 -0.6016 5.3048
C 0.8385 -1.1216 2.8169
H 2.1333 1.0506 5.3760
H 1.5889 1.2825 3.8648
H 3.0691 0.3501 4.0756
H 1.8348 -0.9633 2.4052
H 0.1940 -0.2747 2.5841
H 0.4220 -2.0342 2.4000
C -2.7113 -1.7490 0.1884
S -3.2858 -3.3961 0.7086
O -3.8088 -3.0571 2.0747
C -4.5927 -3.5672 -0.5482
H -2.3467 -1.1776 1.0406
H -3.5657 -1.1829 -0.1831
H -1.8708 -1.8388 -0.4972
H -4.3628 -3.0008 -1.4508
H -5.5152 -3.1288 -0.1633
H -4.7138 -4.6212 -0.7841
C 2.1410 -3.1529 0.3974
S 1.0124 -4.5427 0.0599
O -0.0706 -4.0206 -0.8315
C 2.1190 -5.6123 -0.9223
H 1.6155 -2.2051 0.4509
H 2.9155 -2.9875 -0.3606
H 2.7424 -3.4080 1.2717
H 1.5535 -6.4882 -1.2241
H 2.9623 -5.9216 -0.3029
H 2.5055 -4.9772 -1.7181
C 0.0448 5.7923 -0.2003
S 0.5411 5.0743 -1.7759
O 1.3627 3.8356 -1.3982
C -0.9815 4.2839 -2.2802
H -0.8997 6.3340 -0.2651
H 0.7885 6.5480 0.0490
H -0.0289 5.0253 0.5649
H -1.8291 4.8326 -1.8688
H -1.0647 3.3562 -1.7065
H -1.0036 4.0836 -3.3457
C -0.5673 -1.4556 -3.0558
S -1.4262 -0.3636 -4.2407
O -2.5546 -1.1672 -4.8131
C -2.0860 0.7972 -2.9825
H -0.0210 -2.2758 -3.5223
H -1.3449 -2.0116 -2.5333
H 0.1202 -0.8290 -2.4955
H -2.6035 1.6818 -3.3513
H -1.3289 1.1633 -2.2895
H -2.8233 0.1416 -2.5139
*
```

Table of Mulliken atomic charges, one value per atom, all in e: Be 1.244; B 0.367; F -0.289; F -0.106; F -0.270; F -0.375; B 0.472; F 0.040; F -0.351; F -0.397; F -0.467; C -0.856; S 0.401; O -0.624; C -0.756; H 0.450; H 0.120; H 0.364; H 0.218; H 0.204; H 0.425; C -0.733; S 0.617; O -0.693; C -0.945; H 0.394; H 0.474; H -0.114; H 0.263; H 0.351; H 0.328; C -0.276; S 0.453; O -0.538; C -1.033; H -0.508; H 0.436; H 0.459; H 0.349; H 0.400; H 0.289; C -0.834; S 0.375; O -0.403; C -0.524; H 0.419; H 0.349; H 0.213; H 0.418; H -0.088; H 0.348; C -0.318; S 0.391; O -0.634; C -0.166; H 0.430; H 0.009; H -0.027; H 0.409; H -0.319; H 0.167

The following is a DFT calculation (wB97M-V/def2-TZVPD) of a structure of composition C10H30BF4O5RbS5.

Its expectation value of S² is 0.757. The calculation puts the total energy at -3214.257484 hartree. The HOMO energy (spin up / spin down) comes out at -10.27 / -10.27 eV. The HOMO-LUMO gap (spin up / spin down) comes out at 6.52 / 2.45 eV. The LUMO energy (spin up / spin down) is -0.13770 / -0.28748 hartree. The largest force on an atom is 4.4 eV/Å. For the molecular weight, the calculation gives 563.0 g/mol.

```
! RIJCOSX wB97M-V def2-TZVPD def2/J DEFGRID3
* xyz 1 2
Rb 1.2682 -0.8139 -3.5519
B 0.5228 0.9017 -0.4064
F -0.2671 1.2364 -1.4226
F 1.1866 2.0147 0.2038
F -0.3331 0.3767 0.5222
F 1.3179 -0.0884 -0.8908
C 3.8607 1.0562 2.6722
S 4.9261 0.3486 1.3299
O 6.0195 -0.3491 2.1253
C 3.9812 -1.1146 0.7824
H 4.4492 1.9210 2.9784
H 3.8401 0.3287 3.4837
H 2.8400 1.3264 2.4019
H 4.6546 -1.9113 0.4666
H 3.2608 -0.8901 -0.0043
H 3.4242 -1.5195 1.6273
C -5.4817 -0.8896 -2.8317
S -4.3313 0.3325 -2.0815
O -5.2668 1.0804 -1.1060
C -3.6011 -1.0441 -0.9827
H -5.0052 -1.3991 -3.6692
H -6.3120 -0.2549 -3.1414
H -6.1141 -1.4317 -2.1286
H -4.4544 -1.5524 -0.5336
H -2.8972 -0.6760 -0.2363
H -3.0811 -1.6494 -1.7253
C -0.5531 0.3941 3.7282
S -1.3659 -1.2300 3.2287
O -1.0533 -2.1425 4.4306
C -3.1903 -0.8636 3.4174
H 0.4636 0.5333 3.3606
H -0.7014 0.7057 4.7621
H -1.0515 1.2257 3.2301
H -3.4533 -0.0911 2.6948
H -3.4224 -0.4922 4.4155
H -3.9317 -1.6626 3.4210
C 0.1129 -3.1265 -0.9808
S -0.8434 -3.9592 -2.2097
O -0.5010 -3.4408 -3.6275
C -0.1802 -5.6869 -2.1306
H 1.1934 -3.2637 -1.0240
H -0.0027 -3.5953 -0.0036
H -0.1198 -2.0617 -0.9961
H 0.8966 -5.5888 -2.2682
H -0.6548 -6.3708 -2.8342
H -0.1369 -6.0503 -1.1039
C 3.1482 5.5046 -0.4847
S 1.3284 5.1284 -0.6017
O 0.7892 6.5753 -0.4884
C 1.1046 4.5383 -2.3649
H 3.6090 4.6085 -0.0688
H 3.4076 6.3903 0.0952
H 3.5515 5.6583 -1.4856
H 0.0971 4.7219 -2.7381
H 1.1041 3.4520 -2.2752
H 1.9488 4.8504 -2.9798
*
```

Table of Mulliken atomic charges, one value per atom, all in e: Rb 1.022; B 0.504; F -0.449; F -0.310; F -0.217; F -0.448; C -0.797; S 0.474; O -0.632; C -0.596; H 0.361; H 0.371; H 0.120; H 0.428; H -0.017; H 0.297; C -1.060; S 0.533; O -0.642; C -0.513; H 0.337; H 0.400; H 0.338; H 0.355; H 0.112; H 0.147; C -0.763; S 0.574; O -0.674; C -1.015; H 0.067; H 0.441; H 0.298; H 0.311; H 0.364; H 0.357; C -0.546; S 0.558; O -0.681; C -1.006; H 0.404; H 0.478; H -0.233; H 0.323; H 0.321; H 0.371; C -0.809; S 0.759; O -0.280; C -0.621; H 0.303; H 0.377; H 0.331; H 0.391; H 0.104; H 0.376

The following is a DFT calculation (wB97M-V/def2-TZVPD) of a structure of composition C10H30ClILuOP3.

The calculation puts the energy above the lowest of the compared OMol25 structures with the same formula, charge and spin at 78.9 kcal/mol. The calculation puts the total energy at -3491.290915 hartree. The HOMO energy (spin up / spin down) comes out at -15.05 / -15.03 eV. The HOMO-LUMO gap (spin up / spin down) comes out at 4.17 / 5.89 eV. The LUMO energy (spin up / spin down) is -0.39991 / -0.33573 hartree. The largest force on an atom is 4.2 eV/Å. For the molecular weight, the calculation gives 596.6 g/mol.

```
! RIJCOSX wB97M-V def2-TZVPD def2/J DEFGRID3
* xyz 2 1
C -2.7519 0.5857 -0.7597
I -0.0766 -1.4619 -3.0830
H -3.2273 1.1751 0.0234
H -3.3417 -0.3223 -0.9501
H -2.7403 1.1662 -1.7001
Lu -0.5486 -0.1066 -0.6026
P -1.4834 -2.1458 1.1314
C -1.5277 -3.8216 0.3907
C -0.4720 -2.4666 2.6319
H -0.9241 -3.2749 3.2251
H -3.3353 -2.9165 2.5250
H -0.4336 -1.5439 3.2243
H -3.1739 -1.1145 2.5102
H -0.5087 -4.0975 0.0829
H 0.5512 -2.7433 2.3494
C -3.1458 -2.0292 1.9009
H -1.9228 -4.5518 1.1138
H -3.8979 -1.9515 1.1043
H -2.1658 -3.7883 -0.5034
P 0.6541 2.3814 -1.3184
C 1.4320 2.4371 -2.9744
C -0.3392 3.9194 -1.3058
H 1.7039 2.9818 0.7786
H 2.4478 3.8793 -0.5888
H 2.8687 2.1624 -0.2876
C 2.0625 2.9054 -0.2550
H -0.7539 4.0467 -0.2978
H 0.2824 4.7851 -1.5756
H 1.8467 3.4339 -3.1834
H 0.6717 2.1813 -3.7235
H -1.1667 3.8145 -2.0178
H 2.2252 1.6788 -3.0208
Cl -0.6842 1.1737 1.5514
C 3.9703 -0.6120 -0.9184
P 2.8172 -1.2152 0.2972
C 2.8675 -3.0010 0.3791
C 3.1234 -0.4860 1.8940
O 1.3866 -0.7632 -0.0650
H 3.9607 -1.2793 -1.7889
H 4.9966 -0.5720 -0.5316
H 3.6737 0.3938 -1.2396
H 3.7038 -3.3716 0.9906
H 1.9246 -3.3775 0.8032
H 2.9856 -3.4030 -0.6381
H 3.0274 0.6041 1.8007
H 2.3514 -0.8359 2.5926
H 4.1207 -0.7471 2.2701
*
```

Table of Mulliken atomic charges, one value per atom, all in e: C -1.096; I 0.129; H 0.397; H 0.459; H 0.449; Lu 0.562; P 0.725; C -1.212; C -1.128; H 0.464; H 0.438; H 0.317; H 0.348; H 0.326; H 0.232; C -1.186; H 0.397; H 0.371; H 0.359; P 0.761; C -1.200; C -1.190; H 0.319; H 0.468; H 0.230; C -1.127; H 0.351; H 0.431; H 0.389; H 0.361; H 0.381; H 0.308; Cl -0.413; C -0.942; P 0.777; C -0.957; C -0.921; O -0.266; H 0.381; H 0.430; H 0.156; H 0.430; H 0.166; H 0.369; H 0.249; H 0.247; H 0.460

The following is a DFT calculation (wB97M-V/def2-TZVPD) of a structure of composition C10H30ClO10Zn.

Its expectation value of S² is 1.758. The calculation puts the total energy at -3389.944247 hartree. The HOMO energy (spin up / spin down) comes out at -14.32 / -14.30 eV. The HOMO-LUMO gap (spin up / spin down) comes out at 5.97 / 3.10 eV. The LUMO energy (spin up / spin down) is -0.30680 / -0.41163 hartree. The largest force on an atom is 5.2 eV/Å. For the molecular weight, the calculation gives 411.2 g/mol.

```
! RIJCOSX wB97M-V def2-TZVPD def2/J DEFGRID3
* xyz 2 2
Zn 0.1205 6.9276 0.1020
Cl -0.9192 9.1795 0.3327
C -4.4840 10.2127 -0.1559
C -4.4375 9.1332 0.9892
O -4.3305 7.8842 0.4994
O -5.3891 9.7710 -1.0725
H -3.4906 10.2847 -0.5988
H -4.8289 11.1834 0.2004
H -5.4670 9.2213 1.3362
H -3.6824 9.3877 1.7329
H -4.1430 7.3929 1.3026
H -6.0102 10.4832 -1.2420
C 0.4147 12.1311 -3.6939
C 0.3664 10.8829 -2.8511
O -0.8492 10.4200 -2.5133
O -0.6999 12.0996 -4.6533
H 1.3309 12.2470 -4.2729
H 0.2906 12.9978 -3.0446
H 1.0014 11.2617 -2.0502
H 0.9435 10.1864 -3.4593
H -0.7703 10.0435 -1.6338
H -0.3934 12.7319 -5.3074
C 1.5277 12.8696 1.0218
C 2.4356 11.6954 1.4908
O 1.5354 10.8489 2.1572
O 0.6056 12.4869 0.0968
H 2.2842 13.4079 0.4508
H 1.0567 13.2880 1.9113
H 3.2373 11.9744 2.1746
H 2.9003 11.2188 0.6276
H 0.8391 10.6924 1.5152
H 0.2800 13.3768 -0.0572
C -1.8339 12.8755 3.0238
C -2.7365 11.7232 2.6342
O -3.2629 11.1233 3.7684
O -1.1539 12.7196 4.2924
H -2.4326 13.7799 2.9157
H -1.1666 13.1839 2.2190
H -2.0747 10.9921 2.1698
H -3.4347 12.0640 1.8696
H -4.2154 11.0082 3.7357
H -1.0021 13.6253 4.5721
C -0.9191 8.2778 4.5507
C -2.3566 8.1073 5.0718
O -2.5897 9.1766 5.9864
O -0.8350 9.6302 3.9677
H -0.7030 7.5162 3.8015
H -0.2124 8.2281 5.3791
H -2.5723 7.2146 5.6589
H -3.0261 8.0886 4.2119
H -3.1514 8.8172 6.6770
H -0.8040 9.4773 3.0205
*
```

Table of Mulliken atomic charges, one value per atom, all in e: Zn 0.565; Cl -0.486; C -0.328; C 0.205; O -0.559; O -0.521; H -0.079; H 0.438; H 0.338; H -0.137; H 0.360; H 0.365; C -0.471; C 0.105; O -0.163; O -0.317; H 0.429; H 0.299; H 0.174; H 0.330; H 0.151; H 0.367; C -0.466; C -0.541; O -0.440; O -0.361; H 0.441; H 0.235; H 0.372; H 0.281; H 0.250; H 0.300; C -0.480; C 0.469; O -0.374; O -0.443; H 0.524; H 0.008; H -0.248; H 0.167; H 0.352; H 0.308; C -0.299; C -0.250; O -0.378; O -0.130; H 0.280; H 0.320; H 0.504; H 0.105; H 0.354; H 0.076

The following is a DFT calculation (wB97M-V/def2-TZVPD) of a structure of composition C10H30K7O9P.

The calculation puts the energy above the lowest of the compared OMol25 structures with the same formula, charge and spin at 21.2 kcal/mol. The calculation puts the total energy at -5616.104051 hartree. The HOMO energy comes out at -18.92 eV. The HOMO-LUMO gap comes out at 6.56 eV. The LUMO energy is -0.45429 hartree. The largest force on an atom is 3.6 eV/Å. For the molecular weight, the calculation gives 599.0 g/mol.

```
! RIJCOSX wB97M-V def2-TZVPD def2/J DEFGRID3
* xyz 4 1
K 2.5376 -0.4536 -2.5496
K 1.9732 3.2899 -3.1046
K 3.9252 2.6210 0.3002
K 1.1015 1.0428 2.2559
K -2.4912 1.5344 -2.1666
K 0.7346 4.2467 0.4031
K -1.0471 -2.0301 -1.3935
P 0.3878 0.7816 -0.6628
O 1.5091 1.8142 -0.6421
O -0.6975 1.2855 0.2570
O 1.0519 -0.4442 0.0318
O -0.0426 0.4252 -2.1080
C 1.4850 -4.2288 2.6293
C 1.0349 -2.9368 1.9399
O 1.6455 -2.7646 0.6231
H 2.5489 -4.2557 2.8649
H 1.2894 -5.1419 2.0671
H 0.9475 -4.3740 3.5663
H 1.3844 -2.0446 2.4594
H -0.0464 -2.8018 1.9661
H 1.4530 -1.8523 0.3948
C 0.6197 0.0913 -6.9711
C 0.0612 0.1488 -5.5295
O 0.8821 0.7539 -4.5445
H -0.0291 -0.4646 -7.6479
H 1.5552 -0.4681 -6.9710
H 0.7467 1.0954 -7.3758
H -0.0556 -0.9033 -5.2697
H -0.9079 0.6373 -5.4287
H 0.4989 0.5793 -3.6817
C -4.5317 -0.7231 2.1914
C -3.6088 -0.3304 0.9699
O -2.2993 -0.4531 1.3366
H -4.3917 -1.7326 2.5781
H -5.5485 -0.6516 1.8052
H -4.4831 -0.1501 3.1174
H -3.8328 0.6939 0.6718
H -3.7402 -0.9107 0.0566
H -1.7853 0.2297 0.8993
C -4.1512 3.4940 2.3557
C -2.6856 3.2678 2.1180
O -2.4242 3.0545 0.7076
H -4.3477 3.3168 3.4131
H -4.7612 2.7839 1.7973
H -4.5460 4.4958 2.1864
H -2.4080 2.2864 2.5026
H -2.1034 4.0819 2.5499
H -1.8114 2.3252 0.5891
C 5.0373 -1.8095 1.3817
C 4.1102 -0.6408 1.7324
O 3.6789 -0.1541 0.4497
H 5.5602 -2.2336 2.2389
H 5.8161 -1.4791 0.6944
H 4.4557 -2.6132 0.9301
H 4.7387 0.0201 2.3294
H 3.2612 -0.9874 2.3216
H 2.7459 -0.3634 0.3642
*
```

Table of Mulliken atomic charges, one value per atom, all in e: K 1.089; K 1.028; K 1.031; K 1.131; K 1.070; K 1.020; K 1.071; P -1.580; O -0.729; O -0.754; O -0.480; O -0.805; C -1.351; C 0.455; O -0.600; H 0.308; H 0.342; H 0.384; H -0.182; H 0.247; H 0.651; C -1.259; C -0.143; O -0.490; H 0.372; H 0.324; H 0.336; H 0.243; H 0.236; H 0.453; C -1.393; C 0.162; O -0.354; H 0.384; H 0.394; H 0.303; H 0.077; H 0.220; H 0.518; C -1.369; C 0.081; O -0.561; H 0.359; H 0.300; H 0.357; H 0.201; H 0.286; H 0.533; C -1.342; C 0.080; O -0.356; H 0.415; H 0.332; H 0.275; H 0.429; H -0.003; H 0.254